No. 1
The following is a DFT calculation (wB97M-V/def2-TZVPD) of a single C20H26N2O3 molecule.

Each line ends with the Mulliken charge.
Positions of all 51 atoms, in Å:
C (4.29, -0.74, 1.92)  -1.168
C (3.70, -2.12, 1.70)  -0.305
O (2.53, -2.00, 0.89)  -0.156
C (1.87, -3.15, 0.66)  -0.341
O (2.22, -4.21, 1.11)  -0.635
C (0.67, -2.96, -0.25)  0.569
C (-0.26, -1.85, 0.23)  -0.083
C (-1.45, -1.73, -0.74)  -1.218
N (-1.07, -1.53, -2.13)  0.189
C (-0.88, -0.16, -2.56)  -1.121
C (0.20, 0.63, -1.81)  1.464
O (1.36, 0.54, -2.17)  -0.694
C (-0.18, 1.43, -0.66)  -0.019
C (0.80, 1.96, 0.19)  -0.336
C (2.27, 1.82, 0.12)  -1.068
N (0.20, 2.64, 1.19)  0.032
C (-1.16, 2.61, 1.04)  -0.869
C (-2.13, 3.19, 1.83)  -0.881
C (-3.46, 3.03, 1.47)  1.007
C (-4.56, 3.64, 2.28)  -1.519
C (-3.76, 2.30, 0.32)  -1.262
C (-2.80, 1.72, -0.47)  -0.236
C (-1.45, 1.85, -0.12)  1.632
C (-0.10, -2.51, -2.57)  -1.165
C (1.13, -2.64, -1.67)  -0.493
H (5.17, -0.83, 2.55)  0.438
H (4.57, -0.30, 0.97)  0.283
H (3.56, -0.10, 2.41)  0.261
H (3.41, -2.59, 2.65)  0.322
H (4.41, -2.79, 1.20)  0.326
H (0.13, -3.92, -0.25)  0.454
H (0.29, -0.91, 0.28)  -0.271
H (-0.64, -2.07, 1.23)  0.591
H (-2.02, -2.66, -0.70)  0.456
H (-2.10, -0.91, -0.43)  0.417
H (-0.57, -0.20, -3.61)  0.480
H (-1.84, 0.35, -2.51)  0.354
H (2.74, 2.26, 0.99)  0.354
H (2.54, 0.77, 0.04)  0.033
H (2.65, 2.30, -0.78)  0.298
H (0.69, 3.11, 1.94)  0.230
H (-1.86, 3.76, 2.71)  0.309
H (-5.25, 2.86, 2.62)  0.338
H (-4.17, 4.16, 3.15)  0.344
H (-5.13, 4.34, 1.68)  0.333
H (-4.80, 2.19, 0.04)  0.412
H (-3.11, 1.18, -1.35)  0.380
H (-0.62, -3.47, -2.60)  0.423
H (0.20, -2.25, -3.59)  0.451
H (1.69, -1.71, -1.68)  0.132
H (1.77, -3.44, -2.05)  0.530

Values from the calculation:
Lowest unoccupied orbital energy ... 0.60 eV
HOMO ... -7.98 eV
Charge ... 0
DFT total energy ... -1112.98135 hartree
Gap between HOMO and LUMO ... 0.3151 Eh

=====

No. 2
The following is a DFT calculation (wB97M-V/def2-TZVPD) of a single C2H5NO4S molecule at a distorted geometry.

Each line ends with the Mulliken charge.
Positions of all 13 atoms, in Å:
C (-0.84, -1.09, -0.93)  -0.055
C (0.70, 0.91, -0.68)  0.182
N (0.23, 0.96, 0.44)  -0.519
O (-2.86, 1.55, 0.61)  -0.444
O (-4.20, -0.41, 0.01)  -0.489
O (-1.66, -0.39, -0.06)  -0.296
O (-0.05, 0.01, -1.53)  -0.407
S (-3.03, -0.10, 0.77)  0.647
H (-1.35, -1.49, -1.84)  0.208
H (-0.17, -1.79, -0.45)  0.289
H (1.47, 1.49, -1.36)  0.308
H (0.65, 1.55, 1.22)  0.209
H (-1.96, 1.64, 0.95)  0.366

Values from the calculation:
Lowest unoccupied orbital energy ... 0.68 eV
HOMO ... -9.91 eV
Charge ... 0
DFT total energy ... -832.99858 hartree
Gap between HOMO and LUMO ... 0.3893 Eh

=====

No. 3
The following is a DFT calculation (wB97M-V/def2-TZVPD) of a molecular structure, C33H34BFN7O4SeTm at a distorted geometry.

Each line ends with the Mulliken charge.
Positions of all 82 atoms, in Å:
Tm (0.00, 1.94, 0.75)  0.832
O (-4.19, 0.63, 0.55)  -0.740
C (-2.99, 0.37, 0.69)  -0.006
N (-2.10, 0.90, 1.55)  0.354
C (-2.59, 1.40, 2.72)  -0.147
O (-3.40, 0.84, 3.45)  -0.756
C (-2.09, 2.76, 3.17)  0.882
C (-2.77, 3.42, 4.17)  -0.948
C (-2.34, 4.66, 4.52)  -0.113
C (-1.27, 5.26, 3.90)  -1.236
C (-0.73, 4.54, 2.88)  0.035
N (-1.13, 3.35, 2.46)  0.595
C (-2.40, -0.73, -0.19)  0.496
C (-3.12, -1.12, -1.38)  -0.348
C (-2.61, -2.19, -2.11)  -0.365
C (-1.45, -2.87, -1.61)  -0.460
C (-0.78, -2.31, -0.52)  -0.518
N (-1.28, -1.33, 0.22)  -0.171
H (-3.69, 2.95, 4.63)  0.404
H (-2.92, 5.15, 5.32)  0.350
H (-0.96, 6.32, 4.14)  0.337
H (0.07, 4.97, 2.28)  0.426
H (-4.03, -0.52, -1.77)  0.277
H (-3.09, -2.52, -3.03)  0.398
H (-1.13, -3.74, -2.15)  0.298
H (0.11, -2.75, -0.07)  0.587
B (-2.50, 3.51, -1.33)  0.081
N (-1.41, 4.55, -0.97)  -0.236
C (-1.35, 5.79, -1.40)  -0.179
C (-0.11, 6.34, -1.04)  -1.098
C (0.47, 5.33, -0.33)  -0.674
N (-0.32, 4.25, -0.24)  0.621
N (-1.78, 2.37, -2.07)  -0.314
C (-1.87, 2.15, -3.39)  -0.245
C (-1.04, 1.11, -3.71)  -1.725
C (-0.51, 0.65, -2.46)  -0.540
N (-0.99, 1.42, -1.47)  1.224
H (-3.33, 4.00, -2.08)  -0.221
H (-2.97, 3.10, -0.28)  -0.055
H (-2.19, 6.16, -1.98)  0.390
H (0.31, 7.34, -1.27)  0.327
H (1.46, 5.25, 0.10)  0.567
H (-2.44, 2.81, -3.98)  0.538
H (-0.79, 0.67, -4.66)  0.485
H (0.07, -0.21, -2.13)  0.653
F (5.62, -1.74, 3.13)  -0.350
C (4.53, -0.92, 3.15)  0.423
C (3.28, -1.40, 3.54)  -0.452
C (2.18, -0.58, 3.63)  -0.307
C (2.23, 0.75, 3.10)  0.784
C (1.08, 1.64, 2.99)  -1.934
C (3.50, 1.20, 2.68)  -0.423
C (4.61, 0.32, 2.64)  -0.551
H (3.14, -2.49, 3.60)  0.278
H (1.26, -1.07, 4.00)  0.277
H (1.34, 2.69, 2.96)  0.648
H (0.24, 1.46, 3.58)  0.568
H (3.61, 2.17, 2.16)  0.159
H (5.61, 0.61, 2.20)  0.237
C (2.49, -1.01, 0.14)  -1.230
O (1.37, -0.12, 0.03)  0.289
H (3.42, -0.58, 0.24)  0.470
H (2.47, -1.81, -0.62)  0.428
H (2.29, -1.67, 1.01)  0.241
H (1.83, 0.72, -0.14)  0.056
C (2.16, 2.60, -1.54)  -0.692
O (1.83, 2.38, -0.25)  -0.549
H (1.46, 3.26, -2.02)  0.163
H (2.18, 1.71, -2.21)  0.198
H (3.18, 3.08, -1.77)  0.178
Se (1.12, -5.65, -3.26)  -0.573
C (0.78, -7.60, -3.15)  -0.193
C (1.52, -8.55, -3.89)  -0.435
C (1.35, -9.91, -3.70)  -0.205
C (0.43, -10.37, -2.80)  -0.392
C (-0.42, -9.44, -2.18)  -0.343
C (-0.21, -8.07, -2.30)  -0.244
H (2.37, -8.28, -4.44)  0.340
H (2.03, -10.60, -4.27)  0.238
H (0.32, -11.48, -2.64)  0.245
H (-1.21, -9.93, -1.61)  0.293
H (-0.84, -7.28, -1.86)  0.296

Values from the calculation:
Lowest unoccupied orbital energy ... 3.73 eV
Spin multiplicity ... 3
HOMO ... -1.48 eV
Charge ... -2
DFT total energy ... -5573.67348 hartree
Gap between HOMO and LUMO ... 0.1912 Eh

=====

No. 4
The following is a DFT calculation (wB97M-V/def2-TZVPD) of 2 unconnected molecules or ions with the total composition C5H11N2 at a distorted geometry.

Each line ends with the Mulliken charge.
Positions of all 18 atoms, in Å:
C (2.54, -0.02, 2.62)  -0.330
C (-0.30, 0.59, 1.03)  -1.123
C (-0.20, 0.04, -0.42)  -0.231
C (-1.18, 0.48, -1.50)  -0.033
N (-1.45, -0.24, -2.57)  -0.416
C (-2.44, 0.14, -3.36)  -0.213
N (2.60, -1.28, 3.38)  -0.540
H (3.06, 0.81, 3.13)  0.215
H (1.43, -0.33, 2.79)  0.190
H (-1.27, 0.19, 1.40)  0.261
H (-0.12, 1.63, 1.08)  0.331
H (0.20, -0.97, -0.66)  0.334
H (-1.85, 1.29, -1.23)  0.350
H (-3.00, 1.06, -3.26)  0.237
H (-2.59, -0.43, -4.26)  0.271
H (2.81, -0.12, 1.60)  0.227
H (0.56, 0.83, -0.47)  0.222
H (2.29, -1.04, 4.40)  0.249

Values from the calculation:
Lowest unoccupied orbital energy (spin up / spin down) ... -2.07 / -2.10 eV
Spin multiplicity ... 2
HOMO (spin up / spin down) ... -6.64 / -6.71 eV
Charge ... 0
DFT total energy ... -306.25326 hartree
Gap between HOMO and LUMO (spin up / spin down) ... 0.1682 / 0.1693 Eh